# 1
C8H9F3N3 | the ωB97M-V functional and the def2-TZVPD basis

Results
Frontier orbital gap (spin up / spin down), eV: 6.663 / 6.664
Total charge: +1
Spin multiplicity: 1

Element x y z (Å)
H: -0.56144 2.75883 2.69683
H: 0.21697 1.41549 2.73292
H: -1.38507 1.13444 -1.58547
N: -0.46661 0.51728 0.19318
H: 2.58301 -3.76109 -0.47291
N: -1.00094 1.43019 0.99572
H: -1.46695 1.36060 3.11715
C: 2.58441 -0.69062 -0.41321
F: 3.26283 1.18643 0.86352
C: 1.30617 -2.38263 0.55266
C: 0.20390 -0.51001 0.83269
H: -0.22859 -0.31171 -1.74490
C: 3.12719 0.77135 -0.38618
H: 4.03428 -2.24602 -1.34129
F: 4.35269 0.90332 -0.87933
F: 2.31813 1.63869 -0.97920
C: 3.18900 -1.88250 -0.67327
C: -0.78137 1.66783 2.35639
C: 1.39180 -0.97516 0.44001
H: -1.64907 2.07964 0.48742
C: -0.71380 0.44675 -1.15617
N: 2.29175 -2.85975 -0.23790
H: -0.28611 -0.78780 1.77565

# 2
C5H4NO2 | the ωB97M-V functional and the def2-TZVPD basis

Results
Frontier orbital gap (spin up / spin down), eV: 6.674 / 6.339
Total charge: -1
Spin multiplicity: 3

Element x y z (Å)
C: 0.83937 0.81948 1.24738
H: 0.08080 -1.23033 1.75954
O: 0.10891 1.47877 1.95075
H: 1.59400 -1.22668 1.22583
O: -1.14229 1.75025 -2.20656
H: -1.74452 0.19819 0.04569
H: 0.34171 -1.65470 -0.73729
C: -0.59155 0.85931 -1.59799
C: 0.23114 -0.61538 -0.50371
N: -1.13852 -0.12916 -0.77126
C: 0.63180 -0.72517 0.99425
C: 0.78916 0.47540 -1.40662

# 3
C4H9NO | the ωB97M-V functional and the def2-TZVPD basis

Results
Structure (SMILES): CN(C)CC=O
Frontier orbital gap, eV: 9.873
Total charge: 0
Spin multiplicity: 1

Element x y z (Å)
H: 0.92448 0.12241 1.86059
H: -0.73112 2.62292 -1.18369
H: -0.66464 -1.97987 -0.55235
C: -0.32028 2.14468 -0.27097
N: 0.35917 -0.16668 -0.13221
H: 0.16910 -1.48180 1.51256
H: -0.29441 -0.87734 -1.98480
O: 0.51260 2.69900 0.40040
H: 0.94251 -1.82042 -1.25039
H: -1.59119 0.44111 -0.63701
C: 0.01987 -1.27568 -1.01899
C: 0.84583 -0.68968 1.15287
C: -0.80290 0.73210 0.06126
H: -1.17290 0.69260 1.08566
H: 1.80388 -1.16334 0.95707

# 4
C6H11NO | the ωB97M-V functional and the def2-TZVPD basis

Results
Structure (SMILES): CCc1cc[nH]c1.O
Frontier orbital gap, eV: 8.934
Total charge: 0
Spin multiplicity: 1

Element x y z (Å)
C: -1.27950 -0.02544 1.09317
H: 1.44552 -0.60409 -2.46004
C: 0.98843 0.29636 -1.87761
H: 1.59263 0.67215 -1.01713
O: 0.95991 2.63386 0.19722
H: 0.33396 2.98505 -0.32507
H: -1.26607 -0.82543 3.26878
H: 0.45816 -2.25432 2.56315
H: 0.80373 1.21299 -2.59677
C: -0.90436 -0.81500 2.16022
C: -0.62166 -0.61159 -0.03039
H: 0.62676 2.15560 1.02057
C: -0.45398 -0.07408 -1.45059
H: -0.85819 -0.89290 -2.09199
H: -1.10885 0.77904 -1.52431
N: 0.10262 -1.68408 1.91738
H: -1.88409 0.77823 0.86154
C: 0.24863 -1.58633 0.49149
H: 0.81633 -2.14002 -0.19963

Values for largest force on an atom, hartree/bohr, ordered as above
0.095 0.064 0.027 0.156
Values for relative energy (zero: lowest compared OMol25 entry of this formula, charge and spin), kcal/mol, ordered as above
61.2 36.4 47.0 56.7